(1)
Entry from the OMol25 dataset: a cluster of 12 separate species, C40H63BBrCl22N3O10 in total at a distorted geometry (ωB97M-V with the def2-TZVPD basis set).

ORCA input file:
```
! RIJCOSX wB97M-V def2-TZVPD def2/J DEFGRID3
* xyz 0 1
H 4.848 0.134 -2.413
H 5.929 2.449 -2.893
C -0.510 -6.086 -4.787
Cl 6.087 4.499 -5.230
O -6.314 -0.617 -2.650
O 1.457 -3.501 3.545
Cl 7.993 -4.944 2.720
H -3.098 0.652 1.869
Cl 2.206 4.286 7.062
C -7.108 1.223 -1.346
O 0.451 -2.961 1.779
H -0.980 1.053 -3.872
N 1.536 -3.582 2.379
O 0.367 0.386 -1.046
C -2.104 -3.153 1.235
H 7.248 6.261 -4.198
H -1.309 -5.483 -4.372
H -2.055 -2.115 1.557
H 5.820 -0.155 1.545
Cl -0.695 4.623 6.806
Cl -12.853 2.138 -4.393
H -0.362 -6.981 -4.195
H -7.669 1.600 -2.202
C 2.657 0.982 -1.192
H -12.613 3.684 -2.639
Cl 4.123 -0.773 3.046
Cl 0.424 8.633 1.445
C 3.970 -2.111 0.126
H -7.209 -0.951 -2.788
H -11.737 0.138 -2.351
Cl 5.763 5.563 -2.517
H -6.493 1.954 1.908
B -1.430 1.655 -2.113
O -0.763 1.809 -3.314
H 4.872 3.072 -1.582
C -4.788 -1.667 -0.491
C -5.699 0.282 0.844
C -13.195 3.660 -3.553
H 2.603 -2.865 -1.999
C -2.338 0.755 1.134
H -3.489 -3.645 -0.355
H -1.457 -2.698 -0.708
C 1.165 -4.368 -0.168
Cl -9.807 1.481 -2.387
O -2.814 1.710 -2.094
Cl 11.830 -2.757 2.773
C -0.898 3.834 -0.812
C 2.298 -1.814 -1.956
O 0.246 -2.643 -3.091
H -0.156 -7.140 1.611
Cl -14.905 3.813 -3.144
H 2.685 1.067 1.340
H 1.387 -0.725 2.776
Cl -0.939 -6.553 -6.433
C -7.155 1.915 -0.146
H 1.809 -1.759 -4.004
H 10.277 -3.251 1.079
Cl 0.515 8.096 4.323
H 2.680 0.715 -2.253
H -1.321 -4.401 -0.354
H -4.008 -4.238 1.207
H 6.441 -5.460 1.026
H 0.683 -3.473 -3.327
Cl 12.064 -2.299 -0.111
H 0.042 0.467 2.391
C 1.250 -1.640 -3.063
H -0.999 9.439 3.130
H 4.182 2.352 -3.044
C 6.876 5.300 -3.866
H 1.787 -6.322 0.454
C -5.626 -0.411 -0.356
C 7.126 -4.641 1.208
H -11.158 0.440 -4.001
H 10.424 -1.501 1.371
H 2.406 2.048 -1.175
C 1.861 -1.428 -0.541
C -0.510 8.492 2.935
Cl -10.043 -1.370 -2.997
C -10.868 0.204 -2.992
C 1.621 0.171 -0.412
H -5.250 -2.449 1.289
H -0.910 4.105 -1.868
Cl 5.704 1.700 2.981
Cl 0.362 0.310 5.483
Br 0.017 -6.804 -1.201
H -5.392 -2.410 -1.028
N 2.867 -1.767 0.478
H 6.451 -0.520 3.171
Cl -1.216 2.297 4.005
H -5.155 -0.035 1.721
C -6.346 0.072 -1.443
H -1.243 7.703 2.814
H -3.168 0.821 -1.956
H 3.181 -1.261 -2.280
C 5.009 2.298 -2.332
O 0.581 -1.937 -0.282
H -3.894 -1.460 -1.085
C -0.546 1.418 -0.730
H 1.018 5.966 5.929
O 3.977 0.826 -0.662
C 1.002 0.048 2.109
C 1.804 0.446 1.063
C -0.024 -6.060 1.517
C 5.662 -0.031 2.611
C -3.547 -3.384 0.709
H 2.228 -4.202 0.015
H -12.916 4.480 -4.203
H 0.815 -0.647 -3.102
Cl 0.986 -5.136 -4.748
H 6.583 -3.708 1.298
Cl 8.233 -4.515 -0.165
C 10.963 -2.435 1.266
O 5.052 -2.380 -0.223
H 0.434 -5.749 2.455
C 0.367 -3.171 0.352
N -4.393 -2.181 0.820
C 3.325 4.378 2.487
H 4.138 4.181 3.176
C 0.876 5.435 6.861
C 4.972 0.924 -1.659
Cl 2.382 2.890 2.273
H 1.072 -4.337 -1.251
H -7.733 2.825 -0.040
C -6.463 1.440 0.956
Cl 2.331 5.694 3.134
H -1.938 -3.838 2.063
C -1.147 -3.407 0.059
C 0.845 -5.803 0.304
H 0.958 2.498 4.878
C 0.041 2.032 5.223
H -1.585 4.381 -0.170
H 3.715 4.680 1.522
H -0.279 2.497 6.152
H -1.022 -5.636 1.474
C -1.551 1.046 0.276
H 0.881 6.123 7.698
H 0.801 2.982 0.212
H 7.693 4.677 -3.523
C -0.097 2.791 -0.368
H 5.952 0.746 -1.212
*
```

Computed properties:
Strongest force on any atom, eV/Å: 2.96
ΔE to the lowest compared entry with this formula, charge and spin, eV: 0.000
Calculated total energy, Eh: -15201.28253

Atom charges from the Löwdin analysis, given in e for atoms 1 to 5: H 0.1131; H 0.0563; C -1.0164; Cl 0.5120; O 0.0220

---

(2)
Entry from the OMol25 dataset: a cluster of 3 separate species, C4H8O3 in total at a distorted geometry (ωB97M-V with the def2-TZVPD basis set).

ORCA input file:
```
! RIJCOSX wB97M-V def2-TZVPD def2/J DEFGRID3
* xyz 0 1
H -0.277 0.395 1.832
O 1.586 1.387 1.952
H -1.418 1.663 -1.465
C -0.132 -1.759 0.434
O -0.799 0.107 -0.331
H -2.380 0.195 -1.708
C 0.623 0.815 1.350
C 0.571 0.612 -0.079
H 0.620 -1.904 -0.331
H 3.267 0.827 1.562
H -1.144 -2.086 0.209
H 0.182 -1.875 1.457
H -0.726 0.301 -2.384
O 1.389 0.746 -0.953
C -1.362 0.575 -1.544
*
```

Computed properties:
Strongest force on any atom, eV/Å: 4.81
ΔE to the lowest compared entry with this formula, charge and spin, eV: 8.398
Calculated total energy, Eh: -382.65619

Atom charges from the Löwdin analysis, given in e for atoms 1 to 5: H 0.1355; O -0.0452; H 0.0964; C 0.0809; O -0.2345

---

(3)
Entry from the OMol25 dataset: a structure of composition C29H62BIN8O4P2S at a distorted geometry (ωB97M-V with the def2-TZVPD basis set).

ORCA input file:
```
! RIJCOSX wB97M-V def2-TZVPD def2/J DEFGRID3
* xyz 0 1
H 7.520 5.225 -4.402
O -1.169 -1.706 -3.460
C 0.570 2.360 -1.369
N -0.507 4.499 -0.735
N -2.179 -6.334 2.508
C -2.808 -7.059 5.982
H -2.932 -6.341 6.801
H -0.737 -1.043 -4.038
C 8.904 7.589 -3.188
C -3.633 -0.446 -0.060
H -6.034 -1.762 4.813
H 1.847 -1.947 -1.716
H -3.493 -0.251 -2.330
H -2.941 -8.048 6.431
C -3.240 3.367 -0.700
H 5.362 9.533 -3.433
H -5.200 -6.798 6.517
C -3.436 0.384 -1.395
H -4.812 -2.403 3.611
H -2.180 -4.199 2.415
C -2.022 1.084 -1.369
C 4.514 6.522 -4.569
H -4.035 2.357 1.171
H -7.216 -0.609 3.081
H -1.384 -4.999 1.048
N 5.041 7.439 -3.566
H 4.584 4.908 -0.225
H -5.387 -1.702 0.290
O 7.384 7.275 -1.278
C -3.082 -9.023 1.867
H 2.675 0.991 -1.906
H -0.744 -6.228 4.084
C -2.006 2.484 -1.026
O -0.806 -2.258 -1.141
H 8.679 6.288 -5.150
H -3.071 0.097 0.753
H 4.263 -0.598 -0.323
H 5.250 5.899 -5.068
C -5.185 -0.598 0.310
C -0.657 3.159 -1.020
H -0.476 -3.080 -1.553
H 1.826 -1.016 -0.171
C -5.513 0.001 1.759
H 8.897 8.469 -2.546
H 4.247 9.073 -4.703
H 3.999 -2.347 -0.860
C 1.875 0.216 -2.087
H -6.567 -1.992 2.102
C 7.680 6.262 -4.706
S 1.136 4.698 -0.925
C 4.828 5.880 -0.657
H 4.240 -1.077 -2.135
H -3.073 -10.116 1.827
I 1.962 -0.181 -4.237
N 5.676 5.766 -1.841
H 9.516 7.876 -4.051
B -0.935 -1.283 -2.137
H 7.036 6.536 -5.544
C 3.828 -1.267 -1.104
C 5.377 4.527 -2.529
H -4.145 3.133 -1.317
H -0.429 -7.476 2.818
H -4.575 4.043 0.890
H -3.961 -8.700 1.306
C -3.676 3.359 0.815
H 9.413 6.768 -2.671
H 5.936 4.393 -3.453
H -2.912 3.810 1.506
H -6.202 0.883 1.622
H 3.983 7.058 -5.358
C -2.223 -5.069 1.750
H -5.842 -0.109 -0.459
H 5.638 3.670 -1.897
C -5.401 -1.505 3.927
H -3.168 -1.461 -0.207
N -3.774 -6.796 4.937
C 5.168 8.775 -4.195
C -2.118 -9.205 4.031
H -1.774 -6.960 5.658
H 3.888 6.393 -0.909
H 4.310 4.421 -2.748
H -2.949 4.429 -0.947
H -1.826 -10.145 3.560
P -3.680 -6.854 3.227
C -6.281 -1.066 2.664
C -0.775 0.277 -1.723
H -4.674 -0.690 4.214
C -5.123 -7.020 5.453
C 0.528 0.897 -1.725
H 5.332 6.456 0.122
H -1.199 -8.644 4.180
O -4.259 -5.445 3.080
H -5.842 -6.378 4.940
H -4.255 1.147 -1.505
H -4.593 0.320 2.309
H -0.115 -5.825 2.511
C -0.825 -6.479 3.024
H 3.746 5.874 -4.144
N -3.152 -8.525 3.261
C 2.252 -1.028 -1.204
H 5.982 8.807 -4.926
H -3.114 -5.002 1.126
H -2.190 -8.659 1.347
P 6.312 7.266 -2.372
N 7.543 7.204 -3.606
H -5.426 -8.066 5.297
N 1.681 3.191 -1.332
H -2.493 -9.517 5.006
*
```

Computed properties:
Strongest force on any atom, eV/Å: 8.59
Calculated total energy, Eh: -3284.42063

Atom charges from the Löwdin analysis, given in e for atoms 1 to 5: H 0.0698; O 0.0990; C -0.2405; N -0.2251; N -0.2930

---

(4)
Entry from the OMol25 dataset: an isolated molecule of C2H7N3 at a distorted geometry (ωB97M-V with the def2-TZVPD basis set).

ORCA input file:
```
! RIJCOSX wB97M-V def2-TZVPD def2/J DEFGRID3
* xyz 0 1
N -1.358 0.922 0.617
C 1.740 -0.464 -0.464
N 0.806 0.408 0.216
C -0.505 0.047 0.112
H 1.250 -0.782 -1.411
H -1.053 1.827 0.966
H 2.681 0.176 -0.560
H 2.011 -1.386 0.161
H -1.785 -1.280 -0.509
N -0.762 -1.076 -0.488
H -2.364 0.918 0.422
H 1.055 1.254 0.633
*
```

Computed properties:
Strongest force on any atom, eV/Å: 4.10
ΔE to the lowest compared entry with this formula, charge and spin, eV: 0.406
Calculated total energy, Eh: -244.66044

Atom charges from the Löwdin analysis, given in e for atoms 1 to 5: N 0.1207; C -0.1266; N -0.0416; C -0.6401; H 0.0714

---

(5)
Entry from the OMol25 dataset: a cluster of 2 separate species, C4H10N2O2 in total at a distorted geometry (ωB97M-V with the def2-TZVPD basis set).

ORCA input file:
```
! RIJCOSX wB97M-V def2-TZVPD def2/J DEFGRID3
* xyz 0 1
O -1.488 3.656 -1.027
H -0.354 0.744 -0.274
H 1.116 3.955 -0.450
N -0.808 -3.334 0.636
H -1.770 -3.256 1.000
H 1.488 -1.538 -0.897
H 1.253 2.466 0.521
C 0.571 3.224 0.191
C -0.177 -2.221 0.049
H 0.351 3.848 1.086
H 1.712 -3.179 -0.421
H -1.863 1.026 -0.762
H -0.349 -4.178 0.835
C -0.752 2.853 -0.467
N -1.057 1.430 -0.385
O -0.866 -1.279 -0.370
C 1.250 -2.242 -0.088
H 1.743 -1.976 0.822
*
```

Computed properties:
Strongest force on any atom, eV/Å: 4.34
ΔE to the lowest compared entry with this formula, charge and spin, eV: 0.955
Calculated total energy, Eh: -418.42589

Atom charges from the Löwdin analysis, given in e for atoms 1 to 5: O 0.0246; H 0.0303; H 0.0892; N 0.1469; H 0.1199

---

Which of these has the highest strongest force on any atom?
C29H62BIN8O4P2S